Record 1
Below is a molecular structure, C12H36F2KNO20P4S2, with properties calculated with ωB97M-V/def2-TZVPD.

Last column: Mulliken charge in e.
Atoms and positions in Å:
K: -0.114 1.808 -0.714  0.991
N: 1.242 6.073 -1.713  -0.229
S: 1.236 7.195 -0.738  1.058
O: 1.472 8.585 -1.138  -0.572
O: 1.436 6.863 0.661  -0.594
F: -0.385 7.242 -0.693  -0.350
S: 2.754 6.541 -2.354  1.066
O: 3.806 6.425 -1.350  -0.551
O: 2.844 7.484 -3.429  -0.524
F: 3.008 5.148 -3.184  -0.296
C: -5.013 -1.671 3.359  -0.615
O: -5.830 -0.475 3.471  -0.347
P: -5.481 0.796 2.505  0.939
O: -4.052 0.915 1.958  -0.573
O: -6.029 2.089 3.365  -0.338
C: -6.136 3.344 2.749  -0.652
O: -6.618 0.549 1.353  -0.273
C: -6.217 -0.104 0.156  -0.612
H: -5.648 -2.467 2.970  0.259
H: -4.575 -1.963 4.314  0.245
H: -4.250 -1.470 2.608  0.299
H: -7.199 3.580 2.708  0.249
H: -5.691 3.373 1.754  0.316
H: -5.476 4.021 3.292  0.279
H: -5.541 0.596 -0.336  0.277
H: -7.058 -0.057 -0.536  0.278
H: -5.688 -1.041 0.328  0.270
C: 0.769 -6.929 1.724  -0.659
O: 0.296 -5.575 1.458  -0.268
P: 0.719 -4.860 0.101  1.022
O: 0.002 -3.634 -0.236  -0.633
O: 2.353 -4.714 0.151  -0.309
C: 2.943 -3.867 1.091  -0.698
O: 0.484 -6.063 -0.978  -0.330
C: -0.889 -6.419 -1.349  -0.746
H: 0.904 -7.088 2.794  0.284
H: 1.709 -7.146 1.216  0.333
H: 0.064 -7.710 1.440  0.243
H: 3.492 -3.102 0.543  0.255
H: 3.693 -4.420 1.657  0.259
H: 2.278 -3.418 1.829  0.346
H: -1.714 -5.707 -1.331  0.323
H: -1.235 -7.365 -0.934  0.291
H: -0.809 -6.642 -2.413  0.284
C: 3.840 -1.648 -5.677  -0.585
O: 2.895 -0.642 -5.348  -0.356
P: 1.697 -0.399 -6.404  0.973
O: 0.650 0.496 -5.820  -0.708
O: 2.501 0.019 -7.673  -0.262
C: 1.794 0.006 -8.925  -0.566
O: 1.225 -1.925 -6.724  -0.225
C: -0.116 -2.190 -6.955  -0.652
H: 3.894 -2.456 -4.947  0.251
H: 4.847 -1.238 -5.602  0.269
H: 3.661 -2.123 -6.642  0.283
H: 1.849 0.929 -9.503  0.276
H: 0.752 -0.306 -8.860  0.236
H: 2.334 -0.727 -9.525  0.262
H: -0.661 -1.500 -7.598  0.266
H: -0.798 -2.199 -6.104  0.267
H: -0.195 -3.222 -7.297  0.271
C: 4.692 3.635 5.052  -0.582
O: 4.095 2.328 5.229  -0.354
P: 2.457 2.053 4.982  0.975
O: 1.993 1.904 3.548  -0.593
O: 2.160 0.763 5.880  -0.334
C: 0.857 0.170 5.985  -0.541
O: 1.648 3.239 5.813  -0.294
C: 0.338 3.535 5.556  -0.755
H: 4.351 3.980 4.075  0.328
H: 5.758 3.572 5.273  0.219
H: 4.200 4.309 5.753  0.276
H: 0.713 -0.158 7.014  0.245
H: 0.844 -0.654 5.271  0.241
H: 0.024 0.814 5.702  0.242
H: 0.014 3.352 4.531  0.356
H: 0.180 4.610 5.639  0.291
H: -0.351 2.956 6.171  0.282

Computed properties:
Multiplicity: 1

***

Record 2
Below is 2 unconnected molecules or ions with the total composition C20H16ClF2N2O4S, with properties calculated with ωB97M-V/def2-TZVPD.

Last column: Mulliken charge in e.
Atoms and positions in Å:
C: -6.422 2.181 1.135  -1.177
C: -5.086 2.712 0.728  -0.204
O: -4.097 2.061 1.539  -0.277
C: -2.896 2.138 0.867  0.035
C: -1.929 1.016 1.299  0.144
N: -0.570 1.408 0.939  -0.357
C: 0.453 0.934 1.539  -0.193
C: 1.830 1.530 1.491  0.269
C: 3.043 0.812 1.614  -0.102
C: 4.290 1.454 1.568  -0.770
C: 4.352 2.844 1.387  0.446
Cl: 5.867 3.632 1.233  -0.236
C: 3.160 3.582 1.309  -0.638
C: 1.925 2.920 1.335  -0.381
O: -2.593 3.032 0.120  -0.553
H: -7.176 2.777 0.634  0.386
H: -6.560 1.142 0.826  0.261
H: -6.548 2.250 2.214  0.301
H: -4.902 2.545 -0.336  0.348
H: -4.925 3.764 0.971  0.308
H: -2.080 0.908 2.389  0.475
H: 0.382 0.014 2.163  0.355
H: 3.016 -0.267 1.723  0.448
H: 5.226 0.900 1.655  0.377
H: 3.213 4.664 1.221  0.370
H: 1.006 3.499 1.255  0.407
F: -2.925 -1.942 2.182  -0.305
C: -2.397 -1.578 0.950  1.020
F: -2.880 -2.444 0.001  -0.245
S: -2.995 -0.009 0.297  -0.237
N: 0.130 -1.639 -1.329  -0.207
C: -0.003 -2.266 -2.556  0.116
O: -0.919 -2.201 -3.371  -0.721
C: 1.256 -3.040 -2.760  0.101
C: 2.094 -2.774 -1.693  0.162
C: 3.406 -3.203 -1.692  -0.298
C: 3.835 -3.985 -2.796  -0.448
C: 2.955 -4.299 -3.852  -0.394
C: 1.639 -3.787 -3.850  -0.328
C: 1.304 -1.944 -0.708  0.234
O: 1.649 -1.644 0.435  -0.689
H: -1.293 -1.521 0.978  -0.346
H: 4.077 -2.939 -0.873  0.425
H: 4.870 -4.348 -2.829  0.339
H: 3.284 -4.929 -4.686  0.349
H: 0.934 -3.961 -4.664  0.430

Computed properties:
Net charge: -1
Multiplicity: 1

***

Record 3
Below is a single C3H2N2O molecule, with properties calculated with ωB97M-V/def2-TZVPD.

Last column: Mulliken charge in e.
Atoms and positions in Å:
O: 1.212 0.229 -0.877  -0.501
C: -0.039 0.225 -0.261  0.516
C: -0.729 -1.085 -0.306  0.066
N: -1.274 -2.102 -0.401  -0.322
C: -0.071 0.786 1.111  0.040
N: -0.261 1.436 2.049  -0.345
H: 1.803 -0.418 -0.469  0.377
H: -0.643 0.930 -0.846  0.169

Computed properties:
SMILES: N#CC(O)C#N
Multiplicity: 1

***

Record 4
Below is a molecular structure, C33H31BrNNbO23PS, with properties calculated with ωB97M-V/def2-TZVPD.

Last column: Mulliken charge in e.
Atoms and positions in Å:
C: 5.251 3.812 -0.298  -0.734
C: 3.698 3.872 0.273  -0.049
S: 2.921 5.590 0.168  -0.122
C: 1.487 5.511 1.423  -0.662
Nb: -0.223 4.127 0.675  -0.473
O: -1.078 5.651 -0.507  -0.463
N: -2.400 5.786 -0.304  0.257
O: -2.955 6.158 -1.355  -0.353
P: -1.922 2.362 -0.049  0.308
O: -1.149 0.802 0.305  -0.430
Br: -3.780 2.383 1.258  -0.288
H: 5.638 4.884 -0.571  0.242
H: 5.917 3.293 0.525  0.223
H: 5.348 3.149 -1.277  0.176
H: 3.604 3.531 1.399  0.288
H: 3.018 3.150 -0.384  -0.093
H: 1.066 6.580 1.673  0.312
H: 1.948 4.988 2.392  0.265
H: -1.249 4.676 2.070  0.034
H: 0.560 2.818 1.714  0.089
H: 0.780 3.661 -0.770  0.266
H: -0.261 0.759 -0.200  0.308
C: 0.632 -3.119 3.295  -0.979
C: 0.554 -1.977 2.608  0.449
C: 1.329 -1.776 1.352  0.858
O: 1.223 -0.724 0.732  -0.443
C: 2.209 -2.867 0.903  -0.876
C: 2.289 -4.007 1.592  -0.029
C: 1.493 -4.218 2.833  1.291
O: 1.574 -5.283 3.434  -0.692
O: 3.115 -5.034 1.177  -0.598
O: -0.251 -0.939 3.038  -0.598
H: 0.073 -3.279 4.208  0.556
H: 2.780 -2.701 -0.001  0.464
H: 2.996 -5.749 1.840  0.351
H: -0.136 -0.227 2.372  0.251
C: -2.418 -6.732 0.107  -1.076
C: -2.640 -8.026 0.343  0.456
C: -1.513 -8.979 0.549  0.881
O: -1.748 -10.159 0.782  -0.627
C: -0.142 -8.454 0.457  -0.766
C: 0.079 -7.160 0.217  0.426
C: -1.047 -6.203 0.039  1.005
O: -0.813 -5.016 -0.161  -0.564
O: 1.366 -6.661 0.127  -0.631
O: -3.926 -8.531 0.405  -0.583
H: -3.228 -6.028 -0.043  0.434
H: 0.668 -9.160 0.591  0.430
H: 1.261 -5.701 -0.050  0.259
H: -3.821 -9.490 0.588  0.344
C: -2.688 9.744 -4.683  -0.794
C: -2.275 8.621 -4.094  0.358
C: -2.472 7.292 -4.738  0.850
O: -2.064 6.279 -4.181  -0.518
C: -3.164 7.251 -6.035  -1.011
C: -3.580 8.375 -6.622  0.437
C: -3.359 9.705 -5.991  0.971
O: -3.737 10.721 -6.564  -0.638
O: -4.234 8.343 -7.840  -0.579
O: -1.646 8.650 -2.863  -0.539
H: -2.549 10.717 -4.227  0.419
H: -3.316 6.278 -6.484  0.411
H: -4.432 9.281 -8.055  0.341
H: -1.443 7.712 -2.651  0.263
C: -3.549 -5.255 8.236  -0.838
C: -2.588 -4.436 7.803  0.305
C: -1.811 -4.739 6.570  0.888
O: -0.947 -3.958 6.187  -0.605
C: -2.114 -5.987 5.853  -0.926
C: -3.073 -6.808 6.287  0.457
C: -3.868 -6.491 7.505  0.788
O: -4.755 -7.256 7.869  -0.623
O: -3.361 -7.984 5.619  -0.554
O: -2.280 -3.274 8.487  -0.577
H: -4.123 -5.047 9.130  0.412
H: -1.530 -6.203 4.968  0.537
H: -4.091 -8.400 6.128  0.347
H: -1.554 -2.855 7.975  0.348
C: 4.459 0.259 -5.003  -0.850
C: 3.570 0.190 -4.010  0.263
C: 2.781 1.383 -3.594  0.838
O: 1.958 1.285 -2.691  -0.539
C: 3.031 2.653 -4.294  -0.903
C: 3.923 2.722 -5.284  0.482
C: 4.691 1.523 -5.718  0.871
O: 5.491 1.613 -6.644  -0.634
O: 4.165 3.913 -5.944  -0.577
O: 3.348 -0.994 -3.331  -0.582
H: 5.037 -0.601 -5.317  0.416
H: 2.464 3.516 -3.970  0.530
H: 4.849 3.703 -6.618  0.343
H: 2.660 -0.786 -2.662  0.321

Computed properties:
Net charge: -1
Multiplicity: 1

***

| no. | DFT total energy (hartree) | frontier orbital gap (eV) |
| --- | --- | --- |
| 1 | -5000.043579 | 7.366 |
| 2 | -2240.360847 | 7.815 |
| 3 | -300.218963 | 12.614 |
| 4 | -6431.626635 | 4.093 |